C23H33NO2P2SiY | ωB97M-V with the def2-TZVPD basis set

Values from the calculation:
Energy relative to the best compared isomer or geometry (same formula, charge and spin), eV: 1.943
Net charge: +1
Gap between HOMO and LUMO (spin up / spin down), eV: 4.5 / 4.5

Element x y z (Å)
C  3.77  2.79  0.08
C  2.44  2.41  0.18
C  1.71  2.05  -1.00
C  2.33  2.14  -2.28
C  3.72  2.47  -2.33
C  4.42  2.80  -1.18
C  1.53  1.93  -3.41
C  0.14  1.94  -3.32
C  -0.44  1.87  -2.01
C  -1.85  2.02  -1.83
C  -2.66  2.14  -2.95
C  -2.11  2.13  -4.24
C  -0.75  2.02  -4.43
H  4.35  3.03  0.97
H  4.20  2.52  -3.31
H  5.47  3.06  -1.23
H  1.99  1.83  -4.39
H  -3.75  2.21  -2.85
H  -2.77  2.19  -5.11
H  -0.30  2.05  -5.43
N  0.39  1.63  -0.93
Y  0.04  -0.48  0.00
C  1.79  2.34  1.55
H  0.84  2.88  1.57
H  2.45  2.76  2.32
C  -2.48  2.00  -0.45
H  -1.93  2.66  0.23
H  -3.53  2.32  -0.50
P  1.44  0.64  2.09
P  -2.47  0.34  0.33
C  -3.81  -0.48  -0.56
H  -3.95  -1.50  -0.17
H  -4.74  0.10  -0.44
H  -3.56  -0.57  -1.62
C  -3.14  0.66  1.98
H  -4.16  1.06  1.91
H  -3.16  -0.28  2.56
H  -2.50  1.36  2.53
C  3.10  -0.05  2.33
H  3.60  0.52  3.13
H  3.04  -1.12  2.59
H  3.68  0.02  1.40
C  0.79  0.81  3.77
H  0.56  -0.19  4.16
H  1.54  1.31  4.39
H  -0.15  1.37  3.76
C  -0.33  -1.35  -2.52
O  -1.26  -1.92  -3.01
H  0.55  -1.02  -3.20
C  0.80  -4.23  2.90
Si  -0.21  -3.92  1.33
C  0.30  -5.10  -0.08
C  -2.06  -4.16  1.74
O  0.10  -2.38  0.85
H  0.69  -5.25  3.28
H  0.48  -3.54  3.70
H  1.87  -4.06  2.73
H  0.02  -6.14  0.18
H  -0.17  -4.86  -1.04
H  1.39  -5.10  -0.24
H  -2.38  -3.46  2.53
H  -2.72  -4.01  0.88
H  -2.24  -5.18  2.12

Here are the natural (NBO) charges for atoms 1 to 8, given in e: atom 1 (C): -0.139, atom 2 (C): -0.079, atom 3 (C): 0.265, atom 4 (C): -0.148, atom 5 (C): -0.140, atom 6 (C): -0.219, atom 7 (C): 0.000, atom 8 (C): -0.142